56
Properties=species:S:1:pos:R:3:forces:R:3:nbo_charge:R:1 method="wB97M-V/def2-TZVPD" spin_multiplicity=1 homo_energy_ev=-7.1 gap_ev=6.6 e_above_lowest_kcal_mol=0.0 lumo_energy_ev=-0.509 energy_ha=-1961.040627
H -0.295589 1.046545 4.579767 0.02 0.02 0.00 0.225
C -2.497108 -4.443145 -2.327696 -0.02 -0.04 0.01 -0.236
C 1.482242 3.078922 -3.852058 0.12 0.02 0.19 -0.233
C -4.787584 -3.861401 -1.764891 0.00 0.00 -0.01 -0.221
H -1.488184 -1.136588 4.287138 0.00 -0.02 -0.01 0.227
H 0.768254 3.695244 -5.777333 0.01 0.01 0.01 0.224
C -4.413246 -2.576998 -1.368777 0.01 0.02 0.03 -0.276
C 2.366003 -0.106171 2.503847 0.08 -0.03 0.13 -0.061
C -2.015608 -0.688703 2.282826 0.04 0.03 -0.05 0.069
N 1.877930 1.368879 -0.710285 -0.42 0.00 -0.37 -0.251
H 3.659832 1.588641 2.587466 0.00 0.02 0.03 0.235
Pd 0.309645 0.158384 -1.125919 0.34 -1.00 0.05 0.620
N -1.960712 0.214007 1.279333 -0.03 0.35 0.37 -0.529
H 1.161660 -1.857600 2.680639 0.01 0.00 0.02 0.236
O 0.929766 -0.569590 0.691648 0.16 0.15 0.07 -0.701
O -2.439460 -1.088531 -1.160230 -0.06 -0.19 -0.21 -0.721
H 2.816237 4.287169 -1.465021 0.00 0.00 0.01 0.229
B -1.059885 -1.280797 -1.470868 -0.18 0.33 0.00 0.768
H 3.688886 3.143098 -0.428403 0.01 0.00 0.00 0.258
N 0.362157 1.221648 -2.858809 0.11 0.28 -0.18 -0.430
H 2.247671 3.839142 -3.787242 0.00 -0.01 -0.02 0.229
C 0.652236 3.001706 -4.955156 -0.13 -0.08 -0.07 -0.144
H -1.763506 -5.151985 -2.685931 0.02 0.03 -0.01 0.226
C 2.174040 2.249353 -1.594512 0.33 0.04 0.47 0.198
H 4.386025 1.137986 4.923774 0.01 0.01 -0.02 0.213
H 1.896023 -2.339682 5.008190 -0.01 0.00 0.00 0.212
C 2.278393 -1.473485 4.483269 0.00 -0.01 0.01 -0.229
C 1.329554 2.183334 -2.800774 -0.26 0.01 -0.34 0.190
C 3.180565 -0.625887 5.111498 -0.01 0.01 -0.01 -0.200
C 3.239868 3.282240 -1.407946 -0.04 -0.03 -0.10 -0.678
C -0.740168 1.722675 2.616732 -0.06 0.01 0.13 -0.278
O -0.901096 -2.589817 -1.939274 0.06 0.02 -0.10 -0.660
H -2.517495 -1.619667 2.061300 -0.02 0.00 -0.06 0.219
H 3.493593 -0.827614 6.128035 0.02 0.00 0.00 0.212
C -0.334740 2.031463 -4.989855 0.10 0.13 -0.04 -0.258
H -0.223377 2.665760 2.711561 0.00 0.01 0.00 0.240
H 4.017839 3.200277 -2.170193 -0.01 -0.01 0.00 0.225
H -4.172538 -5.761797 -2.531041 0.00 0.00 0.00 0.215
C -2.140953 -3.172531 -1.939064 -0.05 0.03 0.06 0.210
C -1.349145 1.434646 1.366843 0.11 -0.26 -0.22 0.095
C -3.849251 -4.773581 -2.231983 0.01 0.00 0.00 -0.222
H -2.321253 -0.023948 0.358268 -0.11 -0.09 0.08 0.463
C 3.681810 0.478253 4.433434 0.00 -0.01 0.05 -0.227
C -3.076810 -2.264910 -1.465794 -0.04 -0.13 -0.05 0.281
H -1.206959 0.402256 -3.884456 0.02 0.00 -0.01 0.217
S -1.280061 2.396529 -0.006972 -0.18 0.33 0.12 -0.298
C -0.785868 0.822456 3.640926 -0.05 0.00 -0.09 -0.127
H -1.007440 1.941026 -5.829913 -0.02 -0.02 0.02 0.231
C 1.868036 -1.213029 3.185457 0.06 -0.02 -0.05 -0.187
C -1.446128 -0.416896 3.484334 -0.01 0.02 0.11 -0.298
C 3.279528 0.737400 3.133691 -0.04 -0.04 -0.07 -0.180
H -5.828743 -4.150486 -1.711620 0.00 0.00 0.01 0.215
C -0.445075 1.168256 -3.914685 -0.01 -0.07 0.05 0.092
N 2.454559 1.197552 0.493201 0.26 0.03 0.29 -0.450
C 1.879995 0.176706 1.130109 -0.15 0.16 -0.21 0.593
H -5.134361 -1.856711 -1.006585 0.00 0.00 -0.01 0.225